No. 1
C10H44O12 | ωB97M-V with the def2-TZVPD basis set

XYZ file:
```
66
Properties=species:S:1:pos:R:3:forces:R:3
C 4.17489 -2.06960 1.41893 0.5 -2.0 -0.4
C 4.09357 -0.61063 1.20600 -0.1 0.8 0.4
O 3.20238 -0.01310 2.15579 -0.5 0.1 0.2
H 4.80066 -2.57778 0.68526 0.2 0.4 -0.4
H 3.22669 -2.59266 1.29465 -0.3 0.3 0.2
H 4.63731 -2.41974 2.34180 -0.3 0.5 0.4
H 3.67088 -0.37008 0.23052 0.3 0.0 -0.2
H 5.05716 -0.11990 1.34304 0.1 -0.1 -0.5
H 3.72673 0.42749 2.82850 -0.2 0.0 0.1
C -4.48937 1.05295 -1.74032 1.3 0.6 0.2
C -5.41855 1.07840 -0.51634 -0.7 -0.8 -0.9
O -4.63883 1.04942 0.66079 -1.3 -1.9 -1.2
H -3.96176 0.09926 -1.75500 -0.3 -0.3 -0.1
H -3.68684 1.77546 -1.59189 -0.2 0.4 -0.4
H -5.06075 1.22392 -2.65268 0.1 0.0 0.1
H -5.98784 0.17216 -0.72311 0.0 -0.4 1.3
H -6.17933 1.85482 -0.59687 0.6 0.7 0.4
H -4.13419 1.86224 0.74001 0.9 1.9 0.3
C 1.19025 -1.89156 6.01542 0.1 0.2 -0.7
C 0.56113 -1.47750 4.66391 1.6 -0.3 0.2
O -0.82252 -1.35331 4.64362 -1.0 0.3 0.5
H 1.12560 -1.17270 6.83222 -0.5 0.3 -0.2
H 2.26152 -1.93291 5.81853 0.1 -0.5 0.1
H 0.80446 -2.83855 6.39287 0.1 -0.1 -0.2
H 0.80654 -2.18774 3.87433 0.2 -0.3 0.2
H 0.99895 -0.54118 4.31792 0.3 0.2 0.1
H -0.96729 -0.54759 5.14508 -0.8 0.0 0.0
C 2.27235 -1.35392 -3.15106 -0.2 0.3 -0.5
C 2.80319 -0.67436 -4.44086 0.7 -2.3 0.8
O 3.21792 0.62816 -4.20515 -0.1 0.6 -0.3
H 1.61022 -2.18908 -3.37956 0.1 -0.2 -0.1
H 1.66633 -0.63546 -2.59913 0.1 0.0 0.1
H 3.09825 -1.70658 -2.53330 -0.1 0.1 0.1
H 2.13592 -0.88946 -5.27548 -0.5 0.8 -0.1
H 3.69437 -1.24065 -4.71148 0.2 0.1 -0.1
H 2.42372 1.09080 -3.92802 0.0 0.2 0.1
C -0.92849 -0.33429 -0.87449 1.3 0.4 1.0
C 0.53137 -0.34334 -0.24046 -1.6 -0.1 -2.4
O 0.44808 -0.08019 1.12300 -0.3 -0.3 0.3
H -0.86768 -0.13877 -1.94508 -0.1 -0.4 0.0
H -1.52843 0.45446 -0.42055 0.1 0.2 0.0
H -1.40598 -1.28232 -0.62683 0.0 -0.1 -0.4
H 1.18565 0.36936 -0.74253 -0.1 0.3 0.0
H 0.92021 -1.31980 -0.52935 0.3 -0.3 0.6
H 1.34073 -0.18184 1.46129 0.7 0.2 0.8
O 0.78237 1.70627 -3.33001 0.1 -0.1 0.1
H 0.77451 2.47440 -3.90113 -0.1 0.4 -0.3
H -0.13932 1.55154 -3.12321 -0.5 -0.2 -0.1
O -2.26024 0.61884 -4.61694 0.1 0.3 0.4
H -1.89265 0.33954 -5.45545 0.1 0.0 -0.3
H -2.40328 -0.19542 -4.13448 -0.1 -0.3 0.1
O -2.90477 3.20364 0.63703 -1.5 -0.4 -0.2
H -2.03736 2.80674 0.71638 1.2 0.0 -0.1
H -2.80262 4.07990 1.00849 -0.1 0.2 0.1
O 2.02343 2.89932 -1.13045 -0.1 0.1 0.7
H 1.72009 2.23909 -1.75360 -0.1 -0.2 -0.5
H 2.51693 3.52312 -1.66297 0.2 0.2 0.0
O -1.59167 -1.75454 2.02834 -0.9 -0.5 -1.0
H -1.37831 -1.76820 2.96136 -0.1 0.2 0.9
H -0.80942 -1.39672 1.60849 0.4 0.4 -0.1
O -4.01143 -1.56849 0.72560 -1.4 -0.7 -0.9
H -3.13746 -1.65267 1.10680 2.0 -0.4 1.2
H -4.10037 -0.63508 0.53301 -0.3 1.3 0.3
O -0.27443 2.71530 0.72901 -0.6 0.1 0.2
H -0.07373 1.80744 0.95653 0.3 -0.6 0.4
H 0.39076 2.95354 0.08326 0.6 0.3 -0.4
```
Positions in Å, forces in eV/Å.

E_tot = -35643.5839 eV
multiplicity = 2
charge = +1
largest force on an atom = 2.90 eV/Å

Calculated atomic charges, method natural (NBO), unit e:
1. C -0.647
2. C -0.071
3. O -0.769
4. H 0.227
5. H 0.208
6. H 0.220
7. H 0.175
8. H 0.183
9. H 0.489
10. C -0.595
11. C -0.108
12. O -0.495
13. H 0.207
14. H 0.233
15. H 0.256
16. H 0.214
17. H 0.233
18. H 0.540
19. C -0.644
20. C -0.067
21. O -0.731
22. H 0.212
23. H 0.218
24. H 0.222
25. H 0.173
26. H 0.159
27. H 0.479
28. C -0.638
29. C -0.065
30. O -0.713
31. H 0.207
32. H 0.182
33. H 0.211
34. H 0.153
35. H 0.178
36. H 0.471
37. C -0.642
38. C -0.077
39. O -0.762
40. H 0.208
41. H 0.201
42. H 0.212
43. H 0.169
44. H 0.180
45. H 0.523
46. O -0.970
47. H 0.496
48. H 0.502
49. O -0.948
50. H 0.483
51. H 0.468
52. O -1.004
53. H 0.512
54. H 0.499
55. O -0.976
56. H 0.488
57. H 0.484
58. O -1.009
59. H 0.514
60. H 0.492
61. O -0.552
62. H 0.515
63. H 0.476
64. O -0.992
65. H 0.491
66. H 0.510

=====

No. 2
C10H44O14 | ωB97M-V with the def2-TZVPD basis set

XYZ file:
```
68
Properties=species:S:1:pos:R:3:forces:R:3
O 1.69138 -4.04425 -1.60082 -1.0 1.0 0.5
H 1.62332 -3.98934 -0.63166 0.4 -0.1 -0.5
H 2.31808 -4.70552 -1.83378 0.7 -0.8 0.0
O 2.21919 -2.04562 0.95042 -0.3 -0.5 0.7
H 3.17919 -2.07586 0.92987 0.4 0.1 -0.7
H 2.04738 -2.25252 1.90083 -0.4 0.4 -0.4
O -0.64356 3.87361 -4.23936 0.4 0.4 1.5
H 0.24111 4.03313 -4.59161 -0.2 0.0 0.0
H -0.52244 4.06206 -3.25893 0.0 -0.5 -1.5
O -1.61498 -0.70123 0.88291 0.5 2.0 -0.2
H -0.85882 -0.56076 0.27901 -0.4 0.0 0.1
H -1.76428 -1.61937 0.93586 -0.5 -2.0 -0.1
C 0.63748 1.73627 4.12771 -1.1 0.3 1.0
C 0.06092 1.26602 2.84978 -0.1 -1.6 -0.6
O -0.85057 0.25406 3.29732 0.5 0.4 1.2
O 1.28866 0.70414 4.83069 -0.3 -1.0 0.4
H -0.30642 2.06408 4.64257 1.0 0.0 0.3
H 1.34441 2.52708 4.12546 0.4 0.9 -0.6
H 0.78141 0.81402 2.14084 -0.1 0.4 0.2
H -0.51245 2.05057 2.40034 -0.1 0.7 -0.6
H -1.30189 -0.13773 2.56158 -0.3 -0.3 -1.2
H 0.60619 0.01807 4.93730 0.1 0.4 0.1
C -1.38459 4.06820 -0.84102 -0.9 -1.0 -0.4
C -2.25626 2.80471 -0.47909 0.1 2.4 -0.1
O -2.40779 1.90900 -1.54100 -0.2 -0.1 -0.3
O -0.13706 3.75407 -1.40672 -0.2 0.8 -1.3
H -1.30564 4.69897 0.05410 0.0 0.0 -0.1
H -1.89333 4.62612 -1.67258 0.1 -0.3 1.0
H -3.21428 3.27284 -0.20755 -0.1 -0.6 -0.2
H -1.90653 2.30376 0.39704 0.6 -0.4 0.7
H -1.55703 1.83959 -1.97595 0.3 0.0 -0.3
H 0.43413 3.12025 -0.98559 0.4 -0.7 1.2
C 0.65644 -0.88014 -2.07180 0.8 -0.7 -0.7
O 0.65029 -0.33286 -0.74989 -0.3 0.3 -0.6
H 1.50733 -1.62498 -2.20350 -0.7 1.3 0.0
H -0.21965 -1.47378 -2.25228 -0.7 -0.3 0.1
H 0.60919 -0.06067 -2.81576 0.5 -0.4 0.5
H 0.97283 -1.02348 -0.17211 0.9 -0.5 0.7
C -4.85367 -0.03663 -2.41798 0.2 2.1 -1.0
O -4.22997 -0.14650 -1.15896 -0.7 -0.8 0.3
H -5.90626 -0.31368 -2.35352 0.3 -0.9 0.0
H -4.99198 1.05658 -2.72751 0.7 -1.1 0.4
H -4.24926 -0.51721 -3.23029 -0.9 0.0 0.6
H -3.40006 0.32923 -1.16260 0.4 0.5 -0.2
C -3.60813 -3.40962 -1.05385 0.8 2.6 -1.2
O -3.51518 -2.73308 0.18639 -0.5 1.3 0.3
H -4.48301 -3.12130 -1.70224 0.8 0.0 0.7
H -2.64350 -3.22939 -1.61872 -1.1 -0.3 0.2
H -3.68539 -4.40811 -0.80852 -0.1 -2.3 0.3
H -3.71619 -1.76459 0.07987 0.1 -1.2 -0.4
C 3.00287 2.33721 -0.84970 1.0 0.1 1.6
O 1.80109 2.04173 -0.15748 -0.1 -0.4 -0.6
H 3.51419 3.22665 -0.42460 -0.5 -0.6 0.1
H 3.69947 1.50085 -0.81353 0.2 -0.2 0.3
H 2.89970 2.55461 -1.86736 -0.7 0.3 -1.8
H 1.50680 1.12976 -0.43385 0.1 0.8 0.4
C 0.35607 -2.76185 3.96509 -1.4 -1.1 -1.9
O 1.59719 -2.18214 3.59594 0.0 -0.2 0.9
H 0.15279 -2.86636 5.05047 0.2 0.4 -0.7
H -0.44626 -2.27417 3.36086 0.2 0.3 1.2
H 0.27146 -3.76028 3.47397 0.7 0.3 0.8
H 1.65571 -1.35056 4.08467 0.4 0.2 -0.4
C 5.20983 -1.39600 -1.65066 0.8 1.4 0.7
O 4.91015 -1.51080 -0.25822 -0.4 -0.6 0.3
H 6.26036 -1.05541 -1.69720 -0.4 -0.3 -0.6
H 5.05321 -2.29369 -2.22570 0.0 -0.6 0.5
H 4.56094 -0.65089 -2.08914 -0.1 0.4 -0.3
H 5.06570 -0.66691 0.19172 0.0 -0.3 -0.5
```
Positions in Å, forces in eV/Å.

E_tot = -39745.6400 eV
multiplicity = 1
largest force on an atom = 2.98 eV/Å

Calculated atomic charges, method natural (NBO), unit e:
1. O -0.960
2. H 0.490
3. H 0.472
4. O -1.017
5. H 0.496
6. H 0.505
7. O -0.967
8. H 0.461
9. H 0.491
10. O -0.984
11. H 0.494
12. H 0.491
13. C -0.081
14. C -0.096
15. O -0.787
16. O -0.728
17. H 0.164
18. H 0.189
19. H 0.175
20. H 0.168
21. H 0.506
22. H 0.471
23. C -0.082
24. C -0.090
25. O -0.732
26. O -0.785
27. H 0.172
28. H 0.182
29. H 0.182
30. H 0.166
31. H 0.483
32. H 0.510
33. C -0.274
34. O -0.786
35. H 0.212
36. H 0.179
37. H 0.186
38. H 0.523
39. C -0.256
40. O -0.767
41. H 0.186
42. H 0.166
43. H 0.165
44. H 0.503
45. C -0.234
46. O -0.773
47. H 0.169
48. H 0.149
49. H 0.176
50. H 0.507
51. C -0.248
52. O -0.773
53. H 0.184
54. H 0.153
55. H 0.163
56. H 0.508
57. C -0.276
58. O -0.754
59. H 0.185
60. H 0.185
61. H 0.182
62. H 0.495
63. C -0.243
64. O -0.751
65. H 0.170
66. H 0.192
67. H 0.163
68. H 0.474

=====

No. 3
C10H44O17 | ωB97M-V with the def2-TZVPD basis set

XYZ file:
```
71
Properties=species:S:1:pos:R:3:forces:R:3
C 2.63509 -2.48951 -3.14028 -0.3 0.4 0.5
C 3.25360 -2.36794 -4.52705 0.0 0.8 0.2
O 4.44219 -3.15954 -4.46798 0.0 0.3 -0.9
O 1.34523 -1.88157 -3.16094 0.5 -0.3 -1.3
H 3.23939 -2.01693 -2.35002 0.2 0.1 -0.4
H 2.65783 -3.55824 -2.88313 -0.5 0.1 -0.2
H 3.40933 -1.27165 -4.83280 0.2 -1.4 0.5
H 2.57622 -2.79243 -5.27129 -0.2 0.0 0.1
H 4.56014 -3.53629 -5.35604 0.2 0.2 0.6
H 0.91790 -1.87642 -2.31065 0.0 0.0 1.0
C 2.15497 -1.71965 3.50660 0.1 0.7 -0.3
C 3.52299 -1.35611 2.84653 -1.7 -1.2 0.4
O 3.23319 -0.27611 1.95790 1.1 0.2 0.2
O 2.05194 -3.03679 3.97397 0.2 0.1 0.7
H 1.38581 -1.40647 2.79267 0.0 -0.6 0.0
H 1.95038 -1.05902 4.36207 0.3 -0.2 -0.1
H 3.88219 -2.28635 2.33689 0.0 0.9 0.2
H 4.17085 -1.07027 3.66242 0.7 0.1 -0.1
H 4.03602 0.26936 1.90509 -0.5 -0.2 -0.1
H 1.91663 -3.67597 3.27122 -0.1 0.2 -0.6
C 0.36817 0.81066 -4.60732 -0.2 0.8 0.3
C 0.34708 1.90370 -3.53796 -0.4 -0.2 0.8
O -0.95720 2.08239 -2.87810 0.1 0.0 -1.6
O -0.07865 1.33477 -5.88451 -0.1 -0.2 1.5
H -0.18512 -0.11020 -4.28794 0.3 0.9 -0.2
H 1.42568 0.56736 -4.66088 0.2 -0.4 -0.3
H 0.74954 2.88496 -3.87820 -0.5 -0.7 -0.2
H 1.03548 1.57566 -2.74369 -0.4 0.0 -0.1
H -1.58341 2.29681 -3.60812 0.6 0.1 0.7
H 0.34507 0.75021 -6.49525 0.1 -0.3 -1.0
C -0.35246 4.25874 2.24471 1.0 -0.7 0.7
C 0.22691 4.87880 0.99072 -0.5 0.2 -0.7
O -0.72569 5.74480 0.35205 -0.3 -0.5 0.2
O -1.65675 3.74430 2.15289 -0.4 2.3 0.4
H -0.30001 5.01008 3.04402 -0.4 -0.3 -0.1
H 0.27826 3.39033 2.52286 0.3 0.6 0.1
H 0.58588 4.12815 0.26036 -0.2 0.1 0.3
H 1.10118 5.46878 1.30949 -0.3 0.0 -0.3
H -1.58886 5.26799 0.28451 1.1 0.4 0.3
H -1.59871 2.93176 1.70964 -0.3 -1.9 -0.8
C 0.16147 -0.73159 0.64417 -0.3 -0.7 -0.4
C -0.74756 0.42228 0.28320 -0.1 -0.2 0.1
O -2.04311 -0.12749 0.29886 -0.4 -1.3 1.3
O 0.27161 -1.70282 -0.43724 -0.4 -0.4 0.5
H -0.26678 -1.20743 1.55265 0.1 0.1 -0.6
H 1.14815 -0.38714 0.93456 0.2 0.0 -0.4
H -0.59817 0.88653 -0.69694 0.5 0.0 0.2
H -0.66827 1.14947 1.10276 0.1 0.2 -0.2
H -2.68324 0.23597 -0.28483 -0.5 1.0 -1.4
H -0.46834 -2.37643 -0.38277 0.6 1.1 0.5
O -3.48002 0.39815 -2.17142 0.5 0.5 -0.1
H -3.36340 -0.55264 -2.25313 0.0 -0.1 -0.2
H -2.71000 0.80060 -2.62714 -0.4 -0.4 0.4
O -5.80287 2.50829 0.72375 -0.5 -0.3 -0.1
H -5.31584 2.42412 -0.10746 0.2 0.2 0.5
H -5.25125 2.87131 1.41886 0.4 0.2 -0.4
O 1.38807 -4.30558 1.40384 0.4 -0.2 -0.7
H 1.89900 -5.08029 1.10715 -0.3 0.4 0.2
H 1.36975 -3.72221 0.62099 -0.1 -0.1 0.5
O -2.55140 -2.17006 3.33553 0.8 0.4 0.2
H -3.42824 -2.07213 3.71346 0.1 0.1 0.2
H -1.90967 -1.67163 3.90685 -0.9 -0.5 -0.4
O -2.14962 -2.89381 0.45903 0.1 -0.2 0.1
H -2.34467 -1.94129 0.48457 0.1 -0.1 0.1
H -2.12509 -3.15817 1.39448 -0.1 0.2 -0.2
O -2.97592 1.30481 2.42804 -0.3 -0.6 0.1
H -3.89347 1.47812 2.66433 0.1 0.2 0.2
H -3.04281 0.46848 1.92980 0.4 0.2 0.0
O -0.98318 -0.09807 4.56371 -0.7 0.5 -0.9
H -0.66543 0.36725 5.34008 -0.1 0.1 0.0
H -1.54796 0.53128 4.04581 0.6 -0.5 0.6
```
Positions in Å, forces in eV/Å.

E_tot = -45889.0254 eV
multiplicity = 1
energy relative to the best compared isomer or geometry (same formula, charge and spin) = 37.1 kcal per mole
largest force on an atom = 2.40 eV/Å

Calculated atomic charges, method Löwdin, unit e:
1. C -0.244
2. C -0.253
3. O -0.079
4. O -0.081
5. H 0.124
6. H 0.119
7. H 0.132
8. H 0.116
9. H 0.091
10. H 0.031
11. C -0.257
12. C -0.215
13. O -0.088
14. O -0.061
15. H 0.078
16. H 0.117
17. H 0.125
18. H 0.108
19. H 0.093
20. H 0.041
21. C -0.230
22. C -0.195
23. O -0.118
24. O -0.064
25. H 0.126
26. H 0.100
27. H 0.131
28. H 0.114
29. H 0.099
30. H 0.063
31. C -0.259
32. C -0.243
33. O -0.084
34. O -0.059
35. H 0.125
36. H 0.122
37. H 0.112
38. H 0.121
39. H 0.095
40. H 0.008
41. C -0.190
42. C -0.183
43. O -0.104
44. O -0.105
45. H 0.118
46. H 0.095
47. H 0.117
48. H 0.107
49. H 0.049
50. H 0.083
51. O -0.046
52. H 0.054
53. H 0.028
54. O -0.053
55. H 0.038
56. H 0.018
57. O -0.048
58. H 0.063
59. H 0.041
60. O -0.064
61. H 0.043
62. H 0.027
63. O -0.068
64. H 0.006
65. H 0.034
66. O -0.049
67. H 0.050
68. H 0.041
69. O -0.063
70. H 0.050
71. H 0.043

=====

No. 4
C10H4BrNO5Tl | ωB97M-V with the def2-TZVPD basis set

XYZ file:
```
22
Properties=species:S:1:pos:R:3:forces:R:3
O 0.00092 3.55781 -1.73696 0.0 -2.6 -0.2
C -0.00200 2.42818 -1.75714 0.0 3.1 0.0
Tl -0.00177 -0.01653 -1.49788 0.0 0.3 0.6
O -0.00101 0.01504 -5.27000 0.0 0.0 6.0
C -0.00129 0.01527 -4.10891 0.0 0.0 -5.9
C 0.00000 -2.38188 -1.73522 0.0 -3.7 -0.1
O -0.00419 -3.51308 -1.72125 0.0 2.8 -0.1
C -2.39155 0.01714 -1.66893 -3.8 0.0 -0.4
O -3.52176 0.01591 -1.73353 2.9 0.0 0.2
C 2.38925 0.01297 -1.66650 3.7 0.0 -0.4
O 3.51902 0.01156 -1.73347 -2.9 0.0 0.2
Br -0.06799 -2.81364 3.59509 0.0 0.1 0.2
C -0.03064 -1.17231 2.74006 0.0 0.0 -0.8
C 0.01163 0.07343 3.39440 0.0 -0.2 0.0
C 0.04386 1.28481 2.70000 0.0 0.2 -1.0
C 0.03362 1.23916 1.30992 -0.1 -1.0 -0.2
N -0.01260 0.01824 0.70872 0.1 0.6 -0.9
C -0.04149 -1.16828 1.34455 0.0 0.3 -0.4
H 0.02141 0.04836 4.47087 0.0 0.2 0.3
H 0.07613 2.28756 3.12482 0.0 -0.5 0.5
H 0.05451 2.07549 0.59518 0.0 -0.1 1.1
H -0.07407 -2.03522 0.64619 0.0 0.4 1.4
```
Positions in Å, forces in eV/Å.

E_tot = -96861.9746 eV
multiplicity = 1
charge = +3
largest force on an atom = 5.95 eV/Å

Calculated atomic charges, method Löwdin, unit e:
1. O 0.276
2. C 0.051
3. Tl 0.747
4. O 0.230
5. C 0.095
6. C 0.051
7. O 0.291
8. C 0.068
9. O 0.280
10. C 0.068
11. O 0.280
12. Br 0.976
13. C -0.641
14. C 0.015
15. C 0.047
16. C -0.072
17. N -0.101
18. C -0.146
19. H 0.141
20. H 0.153
21. H 0.093
22. H 0.098